1.
Entry from the OMol25 dataset: a structure of composition C2H4O3S (wB97M-V/def2-TZVPD).

```
! RIJCOSX wB97M-V def2-TZVPD def2/J DEFGRID3
* xyz 0 1
C -0.9650 0.2589 0.6802
C 0.7091 -0.9203 -0.0150
O 1.2039 1.7126 -0.6645
O -0.5755 0.6492 -2.0030
O -0.5584 -1.0481 0.5160
S 0.1721 0.7081 -0.7752
H -1.9298 0.4115 0.4622
H -0.4853 0.7646 1.5360
H 1.4534 -0.6629 0.7328
H 0.9755 -1.8736 -0.4695
*
```

E = -702.4235 hartree

2.
Entry from the OMol25 dataset: the molecule C4H8O3 (wB97M-V/def2-TZVPD).

```
! RIJCOSX wB97M-V def2-TZVPD def2/J DEFGRID3
* xyz 0 1
O -1.0057 1.4139 -1.0190
C -0.7848 0.4884 -0.2613
C -1.3822 -0.8739 -0.5462
O -2.1788 -0.8473 -1.6908
C 0.1161 0.6458 0.9447
C 1.5780 0.4470 0.5590
O 1.7301 -0.9042 0.1665
H -0.5399 -1.5770 -0.6439
H -1.9626 -1.1946 0.3344
H -2.1133 0.0643 -2.0240
H -0.0179 1.6585 1.3367
H -0.1402 -0.0824 1.7220
H 1.8279 1.1383 -0.2600
H 2.2162 0.6858 1.4233
H 2.6572 -1.0626 -0.0415
*
```

E = -382.9174 hartree